[1]
# C17H40AsF14O7S6

C17H40AsF14O7S6 as an isolated structure in a non-equilibrium geometry (ωB97M-V/def2-TZVPD, the Open Molecules 2025 dataset).

Summary:
DFT total energy: -7221.3205 Eh

Structure (ORCA input):
```
! RIJCOSX wB97M-V def2-TZVPD def2/J DEFGRID3
* xyz -1 1
As -2.70362 0.51732 1.32496
F -2.82627 2.00650 2.35125
F -0.93210 0.47490 1.37985
F -2.76352 -0.98045 0.33343
F -4.53081 0.49416 1.11736
F -2.47133 1.56480 -0.12912
F -2.81124 -0.36963 2.93416
C 1.87894 1.06592 -6.68905
C 1.20106 1.41324 -5.29640
C 1.36415 0.18751 -4.19797
F 0.69098 -0.92506 -4.46673
F 2.63192 -0.09401 -3.76184
F 1.74799 2.35505 -4.64997
F -0.06558 1.85901 -5.36999
O 3.13039 0.32466 -6.37100
C 4.34034 1.07998 -6.23874
C 5.50004 0.18130 -5.72544
F 5.44070 -0.99352 -6.47993
F 6.68144 0.63758 -6.14737
F 4.73604 1.54347 -7.46238
F 4.21327 2.22432 -5.50541
H 2.08737 1.94286 -7.30194
H 1.11237 0.43902 -7.14453
H 0.95267 0.55841 -3.25923
H 5.39180 -0.00176 -4.65639
C 5.51628 2.04318 4.54172
S 5.57790 0.40225 3.83196
O 6.36044 -0.30258 4.99997
C 3.72001 -0.01960 3.94759
H 5.12175 2.10231 5.55609
H 4.84546 2.50623 3.81808
H 6.48779 2.53666 4.51432
H 3.13157 0.33335 4.79449
H 3.57859 -1.09318 3.82291
H 3.19979 0.49315 3.13854
C 2.85944 6.80187 -0.83003
S 2.81419 5.04095 -0.92633
O 3.41314 4.55053 0.37590
C 0.99907 4.89102 -0.60373
H 2.56237 7.19309 0.14300
H 2.18879 7.08410 -1.64161
H 3.84214 7.22531 -1.03773
H 0.72014 3.84219 -0.70499
H 0.50589 5.35262 -1.45917
H 0.71988 5.30490 0.36522
C -0.37500 -4.72430 3.02614
S -0.66608 -6.29612 3.98807
O 0.72501 -6.91987 4.17682
C -1.05709 -5.47486 5.64695
H -1.37009 -4.27950 3.01994
H -0.06686 -5.04382 2.03062
H 0.40673 -4.17946 3.55542
H -1.74555 -6.16235 6.13837
H -1.62552 -4.55739 5.49447
H -0.12785 -5.17156 6.12923
C -5.69703 -0.94516 -4.26824
S -4.50731 -1.38295 -5.60165
O -5.37263 -2.20397 -6.59463
C -4.49932 0.39003 -6.11230
H -6.03182 -1.97916 -4.18547
H -6.56081 -0.40502 -4.65585
H -5.08429 -0.41576 -3.53859
H -3.78279 0.52901 -6.92185
H -4.36858 1.13298 -5.32552
H -5.46876 0.51957 -6.59345
C -0.83896 4.13481 9.82092
S 0.15436 4.37129 8.21325
O 1.41659 3.45666 8.50509
C -0.86650 3.43071 7.00311
H -0.44283 4.80127 10.58709
H -0.73486 3.09005 10.11371
H -1.82507 4.58915 9.72459
H -0.92357 2.43050 7.43254
H -0.50375 3.42374 5.97526
H -1.88066 3.83003 7.01469
C -3.16073 -5.22673 -1.70072
S -3.26855 -6.97148 -1.13636
O -2.24408 -7.78569 -1.93015
C -4.84956 -7.27143 -2.05763
H -2.16169 -4.81087 -1.56999
H -3.79826 -4.59290 -1.08435
H -3.45712 -5.08519 -2.74006
H -5.15615 -8.29541 -1.84415
H -4.73451 -7.21752 -3.14019
H -5.61011 -6.52486 -1.82895
*
```

Results of the Mulliken charge analysis, in e, for atoms 1 through 4:
1 As 2.04
2 F -0.51
3 F -0.48
4 F -0.50

[2]
# C17H40AsN5O3PRhSSi

C17H40AsN5O3PRhSSi as an isolated structure (ωB97M-V/def2-TZVPD, the Open Molecules 2025 dataset).

Summary:
relative energy (zero: lowest compared OMol25 entry of this formula, charge and spin): 0.0 kcal per mole

Structure (ORCA input):
```
! RIJCOSX wB97M-V def2-TZVPD def2/J DEFGRID3
* xyz 2 1
Rh -0.13045 -0.56722 -0.62293
C -3.32305 -2.91919 1.92316
As -2.28256 -1.37655 2.38580
C -3.20238 0.28967 2.12144
C -1.93603 -1.48532 4.26822
S -0.30397 -1.41821 1.45423
H -4.34945 -2.76866 2.25787
H -2.89298 -3.78019 2.43186
H -3.30512 -3.05352 0.84794
H -4.27091 0.10538 2.23115
H -2.98232 0.68888 1.13887
H -2.86354 0.98304 2.88845
H -2.89301 -1.44975 4.78877
H -1.31638 -0.64226 4.56630
H -1.42736 -2.41766 4.50221
C 2.51338 1.41410 -0.10415
Si 0.64648 1.61678 -0.23639
C 0.24066 2.09725 -2.02583
C 0.53594 0.82168 -2.82993
C -1.17928 2.61345 -2.26360
C 1.21172 3.22422 -2.42544
C 0.12583 2.71444 1.22389
C 0.11427 1.88198 2.51642
C 1.18450 3.81529 1.41473
C -1.25236 3.36590 1.04893
H 2.98142 2.39913 -0.15784
H 2.90293 0.79469 -0.90771
H 2.80261 0.96409 0.84808
H -0.17552 -0.00858 -2.60760
H 1.55787 0.46807 -2.68647
H 0.40653 0.98691 -3.90409
H -1.95529 1.93426 -1.92102
H -1.34342 2.75476 -3.33673
H -1.31818 3.58617 -1.79469
H 2.25442 2.90204 -2.43720
H 1.11069 4.09817 -1.77907
H 0.97066 3.56190 -3.43898
H 1.05176 1.34348 2.67710
H -0.69295 1.15250 2.51748
H -0.03406 2.55082 3.36977
H 2.14673 3.40786 1.72425
H 0.84175 4.48661 2.20691
H 1.34007 4.42391 0.52137
H -2.01476 2.66264 0.70645
H -1.22277 4.19000 0.33595
H -1.58167 3.78224 2.00568
N 4.98739 -2.55527 -2.43557
C 4.33941 -2.25641 -1.10699
P 2.50934 -2.43738 -1.39634
O 2.44148 -2.59989 -2.87169
O 1.85205 -1.32785 -0.63227
C 1.92184 -4.02216 -0.66744
N 1.54722 -3.91987 0.78432
H 5.67542 -1.85320 -2.70787
H 4.18400 -2.56654 -3.11426
H 5.44726 -3.46504 -2.46084
H 4.52015 -1.21016 -0.86599
H 4.78535 -2.86936 -0.32725
H 2.64557 -4.82653 -0.79000
H 1.02618 -4.29137 -1.22805
H 2.31964 -3.58132 1.36001
H 1.25964 -4.82686 1.15713
H 0.76234 -3.24020 0.93183
O -1.99309 -0.12728 -1.06393
N -2.93545 -0.93566 -0.63045
C -4.08456 -0.75980 -1.18982
C -5.16255 -1.57651 -0.70797
N -6.00337 -2.21631 -0.25828
C -4.29918 0.22800 -2.21205
N -4.43648 1.04176 -3.00987
*
```

Results of the natural (NBO) charge analysis, in e, for atoms 1 through 4:
1 Rh 0.45
2 C -0.95
3 As 1.51
4 C -0.95

[3]
# C17H40BrIO13S4Si

C17H40BrIO13S4Si as an isolated structure in a non-equilibrium geometry (ωB97M-V/def2-TZVPD, the Open Molecules 2025 dataset).

Summary:
relative energy (zero: lowest compared OMol25 entry of this formula, charge and spin): 102.7 kcal per mole

Structure (ORCA input):
```
! RIJCOSX wB97M-V def2-TZVPD def2/J DEFGRID3
* xyz 0 1
C 4.09370 -0.48981 -1.76456
C 3.33830 -0.70302 -0.57181
Si 2.36553 -0.36755 1.07110
O 2.44097 1.34719 1.58777
Br 0.11156 -0.71989 0.58875
C 2.94915 -1.50960 2.50738
I 1.80752 -0.92915 4.29744
C 4.57163 -1.57053 2.73465
C 5.30992 -0.11395 2.87979
H 4.93324 -0.56067 -2.60915
H 1.56451 1.44792 2.09972
H 2.60557 -2.62193 2.24746
H 4.76479 -2.20276 3.72500
H 5.05436 -2.17032 1.83989
H 4.91811 0.53125 3.79713
H 6.45419 -0.33774 3.13565
H 5.33776 0.52327 1.88476
O -4.30226 -5.35368 3.61341
S -4.37394 -4.03258 3.02690
O -4.09347 -3.79721 1.62564
O -3.47520 -3.00631 3.91889
C -2.11156 -3.32523 4.15783
C -1.25488 -3.04451 2.93712
C -5.95898 -3.32798 3.40406
H -2.00693 -4.36510 4.48517
H -1.77364 -2.69111 4.98379
H -1.50675 -3.72178 2.11575
H -0.19439 -3.17610 3.16925
H -1.41750 -2.02407 2.57601
H -6.16197 -3.46034 4.46836
H -6.71080 -3.85262 2.81054
H -5.94824 -2.26937 3.13783
O 1.20374 2.51618 -5.52152
S 2.59613 2.83611 -5.29056
O 3.16117 4.11864 -5.65588
O 3.52428 1.65652 -5.92591
C 3.35554 1.31932 -7.29563
C 4.00652 2.34656 -8.20329
C 2.97578 2.52540 -3.58457
H 2.29488 1.19224 -7.53706
H 3.84017 0.34981 -7.44952
H 3.49119 3.30952 -8.14052
H 3.97802 2.01641 -9.24541
H 5.04747 2.51742 -7.91111
H 2.59290 1.54095 -3.30944
H 2.48972 3.29810 -2.98505
H 4.05767 2.57519 -3.44789
O 1.08756 10.08248 -6.06754
S 1.46423 9.71749 -7.41637
O 0.47958 9.41286 -8.43385
O 2.54519 8.49919 -7.35437
C 2.20215 7.31883 -6.64205
C 1.24221 6.45204 -7.43581
C 2.56124 10.95787 -8.05600
H 1.79240 7.56453 -5.65658
H 3.13050 6.76278 -6.47631
H 0.27028 6.94171 -7.54693
H 1.08123 5.49326 -6.93515
H 1.62864 6.26840 -8.44333
H 3.33488 11.16405 -7.31410
H 1.97536 11.85938 -8.24774
H 3.00067 10.59564 -8.98730
O -7.88671 -6.51261 8.75439
S -6.49432 -6.19269 8.98535
O -5.92928 -4.91016 8.62003
O -5.56617 -7.37228 8.35000
C -5.73492 -7.70948 6.98028
C -5.08394 -6.68223 6.07261
C -6.11467 -6.50340 10.69134
H -6.79557 -7.83656 6.73885
H -5.25028 -8.67899 6.82638
H -5.59926 -5.71928 6.13539
H -5.11244 -7.01239 5.03050
H -4.04299 -6.51137 6.36480
H -6.49755 -7.48785 10.96647
H -6.60073 -5.73070 11.29086
H -5.03278 -6.45360 10.82802
*
```

Results of the Mulliken charge analysis, in e, for atoms 1 through 4:
1 C -0.20
2 C -0.24
3 Si 0.55
4 O -0.49